100
Properties=species:S:1:pos:R:3:lowdin_spin:R:1 method="wB97M-V/def2-TZVPD" total_charge=+1 de_lowest_kcal_mol=0.0 s2=8.769 e_lumo_ev="-2.7 / -4.8" homo_energy_ev="-10.74 / -11.67" spin_multiplicity=6
Ru -0.10 -0.08 1.86 3.695
Si 2.90 3.45 -3.22 0.000
O 1.31 1.12 2.49 0.304
O 2.08 1.79 4.52 0.040
O 0.74 -1.68 0.61 0.114
O 0.79 -0.36 -4.44 0.000
N -1.56 1.29 1.80 0.213
N -0.95 -1.08 3.40 0.241
C 0.87 -4.17 4.43 -0.002
C -1.59 -3.45 3.28 0.017
C -2.71 1.20 -0.35 0.024
C -1.59 -0.54 -5.08 0.000
C -1.60 3.69 -1.03 -0.003
C -0.28 0.22 -5.21 0.000
C -3.01 1.80 -1.58 -0.004
C -1.80 1.86 0.50 0.025
C -3.34 -0.10 0.04 0.008
C -0.03 -5.14 4.01 0.014
C 1.16 -2.31 -5.98 0.000
C -1.71 -0.42 4.29 0.025
C -0.10 -2.83 0.35 0.014
C 1.49 -1.78 4.83 0.002
C 1.22 1.76 3.66 0.023
C 3.29 5.01 -2.24 0.000
C 4.38 2.30 -3.18 0.000
C -0.30 3.81 1.11 0.003
C -2.28 0.82 4.04 0.074
C -1.26 -4.79 3.46 -0.002
C 1.46 2.46 -2.50 0.000
C 0.56 -2.81 4.30 0.016
C -2.90 -3.03 2.69 0.002
C 0.05 -3.34 -1.07 0.003
C 2.18 -1.88 0.47 0.010
C -2.33 1.57 2.86 0.035
C -3.25 2.75 2.73 0.006
C -1.24 3.11 0.18 0.024
C 1.75 -1.14 -5.19 0.000
C -0.64 -2.47 3.64 0.022
C 2.70 -3.03 1.32 0.002
C -2.46 3.03 -1.92 0.026
C 2.51 3.91 -5.00 0.000
C -1.97 -1.12 5.60 0.004
H 0.51 2.84 -2.88 0.000
H 0.57 -2.97 -5.35 0.000
H -3.90 2.80 3.61 0.001
H 1.98 -2.89 -6.41 0.000
H 1.50 1.38 -2.74 0.000
H -2.36 -0.03 -5.67 0.000
H 1.08 -0.77 4.85 0.000
H -1.05 -1.54 6.02 0.000
H 3.79 -3.07 1.22 0.000
H -4.08 -0.40 -0.70 0.000
H -0.82 4.29 1.95 0.001
H 3.31 4.52 -5.45 0.000
H 2.55 5.81 -2.42 0.000
H -2.59 -0.90 0.08 0.004
H -1.96 -5.57 3.14 0.000
H 4.27 5.42 -2.51 0.000
H 3.31 4.82 -1.16 0.000
H 2.42 -1.76 4.24 0.000
H 1.58 4.47 -5.08 0.000
H 0.24 -6.19 4.12 0.001
H -2.73 -1.91 5.50 0.000
H 0.22 4.61 0.58 0.000
H -0.60 -4.21 -1.19 0.000
H 5.23 2.70 -3.75 0.000
H 4.11 1.33 -3.61 0.000
H 2.36 -2.02 -0.60 0.001
H 0.13 -3.59 1.11 0.001
H -2.84 -2.00 2.31 0.001
H -3.17 -3.69 1.85 0.000
H -0.40 1.24 -4.81 0.000
H -3.89 2.68 1.85 0.000
H -3.69 1.29 -2.26 -0.001
H -1.93 -0.58 -4.04 0.000
H -3.86 -0.04 1.01 0.001
H 1.42 2.52 -1.41 0.000
H -3.73 -3.06 3.41 0.001
H -1.12 -2.48 0.54 0.005
H -1.50 -1.56 -5.45 0.000
H 2.41 3.00 -5.62 0.000
H 2.47 -2.89 2.38 0.000
H 2.30 -4.00 0.99 0.000
H 2.63 -0.94 0.78 0.001
H 0.00 0.30 -6.28 0.000
H 2.46 -1.52 -4.44 0.000
H 1.79 -2.03 5.87 0.000
H 0.46 3.13 1.51 0.000
H -1.20 4.68 -1.28 0.000
H 0.54 -1.96 -6.81 0.000
H 0.26 2.31 3.76 0.002
H -2.69 3.70 2.70 0.000
H -2.36 -0.40 6.32 0.001
H 2.30 -0.47 -5.87 0.000
H -0.27 -2.58 -1.79 0.000
H -2.84 1.25 4.87 0.004
H 4.72 2.13 -2.15 0.000
H -2.70 3.49 -2.87 0.002
H 1.08 -3.64 -1.28 0.000
H 1.83 -4.45 4.87 0.000



99
Properties=species:S:1:pos:R:3:mulliken_charge:R:1 method="wB97M-V/def2-TZVPD" total_charge=+2 e_lumo_ev=-6.2 homo_energy_ev=-13.31
Br 6.05 1.85 3.95 -0.103
P -0.44 2.61 0.45 0.343
P 2.01 -1.13 -1.60 0.839
P -1.71 -0.99 -0.86 0.625
Mg 1.02 0.56 0.47 1.251
N -2.94 -4.80 2.95 -0.508
C 2.30 -0.58 2.60 1.342
C 2.94 0.37 1.72 0.013
C -0.52 5.11 -1.00 -1.642
C 0.63 3.02 1.92 0.883
C 0.10 2.34 3.20 -1.407
C 0.89 4.51 2.07 -1.718
C 4.08 1.05 2.14 -0.525
C 4.58 0.76 3.39 -0.235
C 4.55 -0.16 -2.60 -1.567
C 1.02 -1.17 2.25 -0.901
C -2.14 -2.57 3.25 -0.318
C 1.38 -2.13 -2.98 -0.173
C 2.92 -0.91 3.82 -0.657
C -0.92 -2.93 2.62 0.639
C -2.24 -0.36 -2.55 -0.663
C 3.09 0.19 -2.31 -0.539
C 2.27 -2.23 -4.20 -1.487
C -1.81 -5.15 2.32 -0.532
C 3.88 -3.31 -1.39 -1.565
C -1.72 -2.83 -1.15 -0.044
C -3.04 -3.59 -1.09 -1.655
C 3.11 -2.24 -0.64 -0.180
C -2.39 4.32 1.71 -1.522
C -3.10 -3.56 3.42 -0.406
C -0.29 2.97 -2.34 -0.959
C -3.19 -1.19 -3.42 -1.707
C -3.11 2.93 -0.30 -1.425
C -2.18 3.02 0.92 0.762
C -4.61 -0.80 -0.48 -1.700
C -0.77 -4.24 2.11 -0.255
C 4.06 -0.23 4.23 -0.600
C -3.24 -0.78 0.19 0.396
C 0.16 -2.02 2.54 -0.121
C 0.03 3.68 -1.01 0.375
H 3.79 -1.60 -0.06 0.201
H 1.16 -3.12 -2.57 0.596
H -1.28 -0.23 -3.09 0.367
H -2.86 -4.65 -1.32 0.453
H 5.05 0.76 -2.94 0.450
H 0.11 3.58 -3.17 0.566
H -3.35 -0.67 -4.37 0.458
H -0.28 5.66 -0.08 0.293
H -2.78 -2.19 -3.65 0.296
H -2.45 2.20 1.61 0.532
H -3.50 -3.54 -0.10 0.242
H 4.61 -2.90 -2.10 0.265
H -3.16 -1.57 0.95 0.182
H 0.41 -1.70 -3.27 0.194
H 4.54 -0.45 5.19 0.484
H -2.08 5.22 1.16 0.200
H 0.00 5.10 2.31 0.259
H -1.72 -6.18 1.97 0.391
H -4.84 -1.78 -0.92 0.267
H 5.08 -0.51 -1.72 0.282
H -0.80 2.83 3.59 0.326
H 0.88 2.40 3.97 0.459
H -3.09 0.17 0.72 -0.117
H -1.04 -3.23 -0.38 0.202
H 1.63 2.58 1.70 -0.125
H 4.65 -0.90 -3.40 0.292
H 1.37 4.92 1.17 0.403
H -2.94 3.74 -1.02 0.191
H -0.04 5.65 -1.83 0.515
H 3.08 1.05 -1.61 0.338
H 3.22 -4.00 -1.93 0.355
H -3.00 1.96 -0.80 0.102
H 4.44 -3.91 -0.66 0.451
H -4.04 -3.34 3.95 0.389
H -4.15 3.01 0.05 0.537
H 1.75 -2.79 -4.99 0.453
H 2.46 -2.72 0.11 0.270
H -1.61 5.14 -1.19 0.263
H -3.46 4.41 1.90 0.491
H 0.14 -4.55 1.59 0.475
H 2.58 0.54 -3.21 0.640
H -1.89 4.29 2.69 0.336
H 1.14 3.74 -0.93 0.692
H 0.18 1.97 -2.39 -0.078
H 2.45 -1.70 4.45 0.537
H 1.60 4.64 2.90 0.505
H 3.20 -2.77 -4.00 0.265
H -4.71 -0.03 -1.25 0.296
H -5.38 -0.61 0.29 0.483
H 2.53 -1.25 -4.61 0.318
H -1.37 2.86 -2.50 0.190
H 4.54 1.77 1.45 0.581
H 2.79 0.50 0.59 -0.634
H -3.77 -3.23 -1.83 0.247
H -1.22 -2.99 -2.13 0.506
H -2.65 0.65 -2.39 0.598
H -4.18 -1.32 -2.95 0.271
H -0.12 1.27 3.06 0.205
H -2.32 -1.56 3.62 0.442



no.,electronic energy (a.u.)
1,-2124.91243
2,-5183.28465